[1]
DFT (wB97M-V/def2-TZVPD) results for the molecule C4H8N2O2 at a distorted geometry.

Structure (XYZ):
```
16
Properties=species:S:1:pos:R:3:forces:R:3
O -1.3387 -0.7761 -0.0468 1.860 0.037 0.825
O 2.7725 -1.0107 -0.0283 0.067 0.525 0.111
N 0.4514 0.5773 -0.2468 -1.003 -0.396 1.156
N 1.6901 1.0071 0.0709 1.344 1.707 -0.241
C 0.0446 -0.6058 0.0137 -2.863 2.123 -1.308
C 2.8003 0.1955 0.1174 -0.826 0.361 -0.141
C -2.1246 0.4458 -0.1050 0.405 -0.688 -0.965
C -3.5415 0.0078 0.1667 -2.072 -0.871 0.538
H -3.7708 -0.1000 1.3564 0.459 0.321 -3.041
H -3.7314 -1.0260 -0.3473 0.337 1.865 1.078
H 3.6916 0.7897 0.2948 0.542 0.069 0.139
H -1.9660 0.7379 -1.1760 -0.450 0.586 1.072
H -1.7855 1.2146 0.6261 0.046 -0.566 -0.752
H 1.7344 2.0846 0.1378 0.295 -2.792 -0.249
H 0.5643 -1.5011 0.1378 0.816 -1.175 0.530
H -4.2702 0.7436 -0.3543 1.043 -1.106 1.248
```
Forces are in eV/Å.

As for the total charge: 0.

---

[2]
DFT (wB97M-V/def2-TZVPD) results for the molecule C4H8N2O2 at a distorted geometry.

Structure (XYZ):
```
16
Properties=species:S:1:pos:R:3:forces:R:3
O -0.0550 -1.7886 2.5765 0.004 0.709 -1.102
O -0.8454 -2.1068 0.5284 0.004 -0.469 0.003
N 0.8410 1.7326 -0.4227 1.353 0.361 -0.482
N 1.9754 1.8139 -0.9334 -0.870 -0.862 0.394
C -0.1487 0.1166 1.0855 0.684 0.206 0.211
C -0.7475 0.1828 -1.3957 -0.222 -0.020 -0.331
C 0.3527 0.3369 -0.3434 -0.244 -0.042 -0.354
C -0.3006 -1.3255 1.4746 -0.249 -0.593 1.547
H -0.9138 -0.8699 -1.6423 0.044 0.196 0.182
H 2.3039 2.7868 -0.9929 -0.600 0.140 0.242
H -0.4804 0.6950 -2.3267 0.077 -0.067 0.196
H 1.1629 -0.3702 -0.5687 0.050 0.307 0.045
H -1.6974 0.6037 -1.0492 0.153 -0.011 -0.013
H 0.5817 0.5457 1.7845 -0.253 -0.136 -0.091
H -1.1004 0.6296 1.2633 0.062 -0.102 -0.109
H -0.9283 -2.9825 0.9623 0.008 0.383 -0.337
```
Forces are in eV/Å.

As for the total charge: 0.

---

[3]
DFT (wB97M-V/def2-TZVPD) results for the molecule C4H8N2O2 at a distorted geometry.

Structure (XYZ):
```
16
Properties=species:S:1:pos:R:3:forces:R:3
O -3.4377 0.4259 -0.2275 1.001 -0.224 0.268
O -1.7649 -0.7387 0.8145 1.313 -0.330 -0.236
N -1.2069 0.4291 -1.0002 -0.448 0.184 0.432
N -0.0120 0.4430 -0.2453 0.585 -0.527 0.947
C 0.3750 -2.1078 -0.2787 -1.618 1.370 -0.900
C -2.2840 0.0826 -0.0823 0.443 -0.618 -0.681
C -0.0386 -0.7894 0.4452 -2.586 0.355 -0.389
C 0.0613 1.6308 0.6477 -0.388 1.749 -0.257
H 0.3190 -0.6946 1.4675 0.226 -0.116 -0.256
H -1.3472 1.3261 -1.4360 -0.109 0.107 -0.294
H 0.6851 2.3880 0.0015 -1.391 -0.974 1.707
H 0.9102 -2.6000 0.4832 0.301 -1.384 0.726
H -0.5089 -2.7063 -0.7264 1.608 1.076 0.901
H 0.5650 1.4612 1.6601 -0.478 -0.028 -1.642
H -1.0351 2.0291 0.8829 2.326 -0.619 -0.521
H 1.1403 -1.8578 -1.0435 -0.785 -0.021 0.196
```
Forces are in eV/Å.

As for the total charge: 0.

---

[4]
DFT (wB97M-V/def2-TZVPD) results for a structure of composition C4H8N2O2 at a distorted geometry.

Structure (XYZ):
```
16
Properties=species:S:1:pos:R:3:forces:R:3
O -0.1589 1.1212 -1.5605 1.846 -0.442 -0.027
O -1.6015 -1.7067 1.5988 -3.860 -0.478 -2.179
N -0.8727 -0.8620 0.7532 -0.268 -4.069 -1.144
N 0.5037 1.0308 0.5920 0.327 -2.362 2.388
C -0.5055 -1.6419 -0.4457 -0.974 0.256 -0.668
C 2.1756 1.4148 -1.1955 4.445 1.538 -2.097
C -0.2389 0.1579 1.3031 1.137 3.161 -1.223
C 0.8233 1.0590 -0.7919 -4.528 2.039 1.106
H 2.9621 1.1618 -0.3205 -1.750 0.638 -2.327
H 2.3711 2.7891 -1.5393 -1.002 -4.508 1.299
H -1.7865 -2.0462 -0.9393 4.253 1.179 1.182
H 2.4325 0.8292 -2.2750 -0.579 1.650 3.187
H -0.5502 0.2640 2.4132 0.854 0.402 -1.973
H -2.4909 -1.9321 0.9109 3.609 0.889 3.179
H -0.0612 -0.6424 -1.0294 -1.095 -4.065 0.195
H 0.2624 -2.8598 -0.1630 -2.415 4.172 -0.899
```
Forces are in eV/Å.

As for the total charge: 0.

---

Record-wise HOMO level values, in Eh: -0.330, -0.347, -0.343, -0.327
Record-wise gap between HOMO and LUMO values, in eV: 9.79, 10.16, 10.11, 9.06